*P*
# C2HN2O2

The ion C2HN2O2 with charge -1 (ωB97M-V/def2-TZVPD, OMol25).

Each line ends with the Mulliken charge.
Cartesian coordinates (Å):
C  1.05199  0.94340  0.57989  0.5500
C  -0.17310  0.44644  0.37498  -0.8346
N  2.06684  1.47752  0.81107  -0.6025
N  -0.53679  -0.89967  -0.67076  0.7189
O  -1.71182  -1.25789  -0.66732  -0.6028
O  0.37092  -1.37239  -1.34551  -0.5692
H  -1.06804  0.66259  0.91765  0.3403

Calculated values
highest occupied orbital energy = -3.2 eV
charge = -1
molecular weight = 85.0 g mol⁻¹
structure (SMILES) = N#CC=[N+]([O-])[O-]

---

*Q*
# C2HN2O2

A cluster of 2 separate species, C2HN2O2 in total (ωB97M-V/def2-TZVPD, OMol25).

Each line ends with the Mulliken charge.
Cartesian coordinates (Å):
C  0.85787  -1.12584  0.09319  0.0529
C  1.31459  -2.45479  -0.20578  0.6566
N  0.07194  -2.12775  -0.47888  -0.6443
N  0.81758  0.09822  0.40491  0.0059
O  1.70779  0.93328  0.79562  -0.6454
O  2.12160  -3.36412  -0.11498  -0.6479
H  -0.55677  0.72961  0.44362  0.2223

Calculated values
highest occupied orbital energy = -3.3 eV
charge = -1
molecular weight = 85.0 g mol⁻¹

---

Most stable = *P*

---

*P*
# CH3F2PS2

A cluster of 2 separate species, CH3F2PS2 in total (ωB97M-V/def2-TZVPD, OMol25).

Each line ends with the Mulliken charge.
Cartesian coordinates (Å):
C  1.83004  1.36022  -0.26876  -0.2940
F  -1.74200  -0.95680  2.01095  -0.2497
F  -0.10233  -1.72093  0.41658  -0.1839
P  -1.09975  -0.50140  0.62394  0.5406
S  -2.68684  -1.09675  -0.62955  -0.3033
S  1.64513  0.91758  1.26051  -0.1793
H  2.83295  1.50516  -0.71179  0.2413
H  -1.81550  -1.23951  -1.67360  0.1569
H  1.13831  1.73243  -1.02828  0.2714

Calculated values
highest occupied orbital energy = -8.6 eV
charge = 0
molecular weight = 148.1 g mol⁻¹
structure (SMILES) = FP(F)S.C=S

---

*Q*
# CH3F2PS2

A cluster of 2 separate species, CH3F2PS2 in total (ωB97M-V/def2-TZVPD, OMol25).

Each line ends with the Mulliken charge.
Cartesian coordinates (Å):
C  -2.59614  0.06846  -0.44533  -0.2687
F  1.06706  1.18224  0.07642  -0.1351
F  0.53651  -1.08460  -0.36868  -0.2851
P  1.36666  -0.16616  0.81357  0.5088
S  3.34733  -0.38264  -0.00425  -0.1991
S  -2.30216  1.41271  0.37450  -0.1909
H  -2.14873  -0.94926  -0.08724  0.2135
H  3.84901  -0.29201  1.10287  0.1163
H  -3.11953  0.21126  -1.46186  0.2402

Calculated values
highest occupied orbital energy = -8.8 eV
charge = 0
molecular weight = 148.1 g mol⁻¹
structure (SMILES) = FP(F)S.C=S

---

Most stable = *P*

---

*P*
# C3H10NS

A cluster of 2 separate species, C3H10NS in total (ωB97M-V/def2-TZVPD, OMol25).

Each line ends with the Mulliken charge.
Cartesian coordinates (Å):
C  3.75826  -1.23453  -0.84448  -0.7514
S  2.31315  -1.55144  0.42325  -0.7498
H  4.55912  -1.93741  -1.06555  0.2481
H  4.14145  -0.40580  -0.25273  0.1323
H  3.36785  -0.82600  -1.93572  0.1364
C  -2.14214  0.88901  -0.76580  -0.8024
N  -2.07377  1.24433  0.67580  -0.4531
C  -1.59169  0.10634  1.34606  -0.7275
H  -1.12838  0.37976  -1.04491  0.2583
H  -2.26145  1.94534  -1.24124  0.2808
H  -2.97061  0.14273  -0.71821  0.3051
H  -1.39330  2.01832  0.57021  0.2934
H  -0.53153  0.19808  1.72959  0.2609
H  -2.31915  -0.07740  2.18837  0.2687
H  -1.72781  -0.89133  0.93537  0.3000

Calculated values
highest occupied orbital energy = -2.2 eV
charge = -1
molecular weight = 92.2 g mol⁻¹

---

*Q*
# C3H10NS

A cluster of 2 separate species, C3H10NS in total (ωB97M-V/def2-TZVPD, OMol25).

Each line ends with the Mulliken charge.
Cartesian coordinates (Å):
C  -2.79986  0.17428  -1.73401  -0.7789
S  -1.06134  -0.29616  -1.42588  -0.6637
H  -3.21711  0.70548  -0.88645  0.2063
H  -2.84642  0.88643  -2.55913  0.1959
H  -3.42251  -0.69349  -1.96296  0.1927
C  2.17961  0.04271  0.10935  -1.0121
C  1.40044  -0.41827  1.32072  -0.2252
N  0.32036  0.53693  1.63012  -0.7765
H  2.52532  1.07396  0.21325  0.2766
H  3.00354  -0.64439  -0.11955  0.3149
H  1.57008  -0.03400  -0.78552  0.1757
H  0.92820  -1.38065  1.07833  0.2867
H  2.03340  -0.58046  2.19482  0.3669
H  -0.24243  0.61950  0.76601  0.1814
H  -0.37129  0.00811  2.16089  0.2593

Calculated values
highest occupied orbital energy = -2.4 eV
charge = -1
molecular weight = 92.2 g mol⁻¹

---

Most stable = *Q*

---

*P*
# C4H12N4O

A structure of composition C4H12N4O (ωB97M-V/def2-TZVPD, OMol25).

Each line ends with the Mulliken charge.
Cartesian coordinates (Å):
C  -1.00026  0.75446  -0.65721  -0.8006
C  -0.15931  0.97168  -1.90066  -0.9809
C  0.77765  1.24625  1.05090  -0.0738
O  1.83009  1.81636  0.81224  -0.5495
H  -0.10540  1.74339  1.46800  0.4318
H  -1.94951  0.28283  -0.94419  0.3626
H  -1.33981  1.70048  -0.22651  0.3866
H  0.11160  0.02339  -2.37662  0.2163
H  0.76096  1.51428  -1.66865  0.2541
H  -0.70290  1.55413  -2.65373  0.3797
C  -0.43247  -0.69026  0.44643  0.4284
N  1.98535  -0.88874  0.74923  -0.7051
N  -0.23337  -1.78287  -0.37492  -0.4187
N  -1.44777  -0.91681  1.38175  -0.4648
N  0.75595  -0.23282  1.10525  0.1694
H  2.61344  -0.13636  0.43723  0.2544
H  2.40102  -1.17668  1.63617  0.2322
H  -0.89850  -2.03685  -1.09146  0.2117
H  0.73331  -2.04088  -0.54136  0.2691
H  -2.36380  -1.17866  1.04106  0.1903
H  -1.33628  -0.52632  2.30704  0.2068

Calculated values
highest occupied orbital energy = -8.2 eV
charge = 0
molecular weight = 132.2 g mol⁻¹

---

*Q*
# C4H12N4O

An isolated molecule of C4H12N4O (ωB97M-V/def2-TZVPD, OMol25).

Each line ends with the Mulliken charge.
Cartesian coordinates (Å):
C  -0.94816  -1.22031  -1.19292  -1.4741
C  0.33416  -0.96322  -0.46863  0.7024
N  1.33567  -0.82570  1.69583  -0.7504
N  1.34080  -1.80259  -0.74628  -0.3177
N  0.31977  -0.40962  0.80026  0.3011
H  0.89133  -1.25094  2.50474  0.2190
H  1.84282  -0.00221  2.03222  0.2484
H  2.15958  -1.78638  -0.15211  0.2397
H  1.26208  -2.50721  -1.46073  0.2430
H  -1.28689  -2.24029  -0.97389  0.4163
H  -1.70895  -0.49447  -0.92621  0.3201
H  -0.79738  -1.11502  -2.26771  0.3433
C  -1.07937  1.69435  1.04364  -1.2630
C  0.19894  1.10331  0.47697  0.1502
O  -0.76889  1.56359  -1.65660  -0.4216
N  0.39987  1.07401  -0.92243  -0.6277
H  -0.36745  2.09839  -2.35291  0.3438
H  1.07077  1.52991  1.01302  0.4048
H  -1.96516  1.23267  0.60929  0.2504
H  -1.12066  2.76109  0.81673  0.3404
H  -1.11287  1.56063  2.12772  0.3318

Calculated values
highest occupied orbital energy = -6.7 eV
charge = 0
molecular weight = 132.2 g mol⁻¹

---

*R*
# C4H12N4O

A cluster of 2 separate species, C4H12N4O in total (ωB97M-V/def2-TZVPD, OMol25).

Each line ends with the Mulliken charge.
Cartesian coordinates (Å):
C  3.29864  -0.38552  0.76473  -0.8012
N  2.62420  0.02274  -0.44325  -0.2146
C  -3.21694  0.78563  2.30232  -0.3530
N  -3.03753  -0.08085  1.40046  -0.3980
H  3.14901  0.56278  -1.11229  0.2077
H  4.16324  -1.01110  0.53467  0.2762
H  3.62731  0.48416  1.33685  0.2768
H  2.58620  -0.95832  1.35604  0.2934
H  -3.12127  1.86124  2.13878  0.2223
H  -3.49787  0.44100  3.28050  0.2683
C  0.84473  0.21114  -2.04621  -1.2360
N  -2.79943  0.27148  0.13890  -0.0662
C  1.34395  -0.30923  -0.71651  0.8848
N  -2.20453  -0.67005  -0.71438  -0.4230
O  0.66559  -0.97221  0.04379  -0.7233
H  -2.47570  1.22326  -0.04787  0.2371
H  -2.81917  -1.47905  -0.76080  0.2977
H  -1.30407  -0.98978  -0.33686  0.2543
H  -0.22802  0.05043  -2.11529  0.3671
H  1.06549  1.27092  -2.15022  0.3284
H  1.33616  -0.32868  -2.85336  0.3013

Calculated values
highest occupied orbital energy = -8.3 eV
charge = 0
molecular weight = 132.2 g mol⁻¹
structure (SMILES) = CNC(C)=O.C=NNN

---

*S*
# C4H12N4O

A cluster of 2 separate species, C4H12N4O in total (ωB97M-V/def2-TZVPD, OMol25).

Each line ends with the Mulliken charge.
Cartesian coordinates (Å):
C  1.01965  -1.37437  -1.85124  -1.3284
N  0.64397  1.59083  -1.37632  -0.6034
C  1.12075  0.71805  -0.39003  -0.5305
C  1.28678  -0.64038  -0.58049  0.0356
H  0.21667  2.41090  -0.95598  0.2818
H  -0.04955  1.14431  -1.96688  0.3006
H  1.72312  1.21529  0.36407  0.4536
H  1.87219  -1.17020  0.16195  0.4086
H  0.17820  -0.94869  -2.40089  0.3245
H  0.76804  -2.41558  -1.64056  0.3377
H  1.90448  -1.35915  -2.49793  0.3381
C  -0.70259  0.34556  1.04596  0.5197
N  -1.49573  1.47475  1.09226  -0.4338
N  -0.06663  0.14207  2.26867  -0.5061
O  -1.83613  -1.63146  0.97849  -0.5064
N  -1.05181  -0.67321  0.21299  -0.5180
H  -2.32162  -2.09077  0.27899  0.3224
H  0.34016  -0.78292  2.30626  0.2565
H  0.54754  0.89844  2.54260  0.2556
H  -2.23264  1.44639  0.40033  0.3193
H  -1.86486  1.70013  2.00776  0.2724

Calculated values
highest occupied orbital energy (alpha / beta) = -6.1 / -6.1 eV
charge = 0
molecular weight = 132.2 g mol⁻¹
structure (SMILES) = NC(N)=NO.C/C=C\N

---

Most stable = *R*